i | 8
Properties=species:S:1:pos:R:3 method="wB97M-V/def2-TZVPD" homo_energy_ev="-13.3 / -13.3" total_charge=+1 orbital_gap_ev="7.112 / 7.113"
C -1.23703 -1.61487 -3.72846
C -2.00962 -2.26044 -4.56441
C -0.11808 -0.77359 -0.18392
N -0.63685 -1.17340 -2.77629
N 0.34323 -0.04952 0.60820
O -2.62580 -2.66475 -5.43916
S -0.72720 -1.94954 -1.10983
H 0.49178 0.70730 1.24494

ii | 8
Properties=species:S:1:pos:R:3 method="wB97M-V/def2-TZVPD" homo_energy_ev="-13.3 / -13.3" total_charge=+1 orbital_gap_ev="5.641 / 5.626"
C -1.67099 0.83917 -0.53594
C -2.61583 0.06375 0.12275
C 2.04984 -0.12746 -0.00379
N -1.03855 1.57568 -1.15502
N 2.34591 -1.02485 0.67054
O -3.35501 -0.58956 0.67516
S 1.44975 0.93083 -1.07263
H 2.83487 -1.66756 1.29894

Relative stability in eV, measured from the most stable structure: i 0.225; ii 0.000

i | 28
Properties=species:S:1:pos:R:3 method="wB97M-V/def2-TZVPD" homo_energy_ev=-8.3 total_charge=0 orbital_gap_ev=8.427
C -0.23554 1.83884 0.93595
C -0.17861 1.39047 -0.16773
C -2.10267 -0.95838 0.22504
C -0.18460 2.36134 2.21597
C -1.16852 -1.52633 1.27216
C -3.47246 -1.68581 -0.00248
C 3.58262 -0.93689 -0.73488
C 0.88636 0.80009 -2.32379
C 3.49196 0.36190 -0.48411
C -0.17468 0.52221 -1.30592
P -1.05701 -0.91148 -1.40182
H -1.12250 2.19557 2.72920
H -0.12999 3.43746 2.17708
H 0.65153 1.90997 2.85999
H -0.16254 -1.69823 0.92841
H -1.53823 -2.53354 1.61199
H -1.12008 -0.83368 2.08263
H -3.38687 -2.74133 -0.43417
H -3.87544 -0.99122 -0.84316
H -4.07999 -1.85739 0.92698
H 4.49985 -1.30529 -1.13583
H -2.22703 0.13473 0.49729
H 2.76976 -1.52682 -0.72569
H 1.85165 0.74703 -1.98156
H 0.85036 1.75066 -2.74141
H 0.77503 0.20566 -3.18141
H 2.51271 0.88422 -0.29775
H 4.34490 0.96624 -0.70098

ii | 28
Properties=species:S:1:pos:R:3 method="wB97M-V/def2-TZVPD" homo_energy_ev=-7.8 total_charge=0 orbital_gap_ev=8.952 smiles="CCC[C@H]1C(C)=C[C@H]2[C@@H]1P2C"
C 1.65381 -1.79495 -0.72066
C 0.53058 -1.86288 0.07662
C 2.17392 -0.45286 -1.03992
C -0.00108 -0.50052 0.46760
C 0.84303 0.50531 -0.22122
C -0.17767 -3.05649 0.44251
C -3.06032 1.58627 -0.16094
C 3.06991 2.28128 -0.20152
C -1.50664 -0.30235 0.23882
C -1.99803 0.96662 0.78420
P 2.52364 0.50992 0.52741
H 2.00275 -2.69242 -1.20207
H 2.51117 -0.12193 -2.03221
H 0.10446 -0.31276 1.52844
H 0.41200 1.37147 -0.64631
H -0.73377 -2.59371 1.29433
H 0.31844 -3.96385 0.71679
H -0.92263 -3.16953 -0.41797
H -3.84858 0.82736 -0.23533
H -2.76917 1.75019 -1.13608
H -3.48317 2.52908 0.14619
H 4.14402 2.33052 -0.34906
H 2.68757 2.85195 0.74080
H 2.50013 2.33116 -1.13291
H -1.49579 -0.30207 -0.82139
H -2.00684 -1.27242 0.54065
H -2.36582 0.95394 1.85437
H -1.10590 1.60368 0.95887

Relative stability in eV, measured from the most stable structure: i 1.544; ii 0.000

i | 13
Properties=species:S:1:pos:R:3 method="wB97M-V/def2-TZVPD" homo_energy_ev="-8.4 / -8.5" total_charge=0 orbital_gap_ev="7.517 / 7.528" smiles="C1#CN=CCC1.O=S"
C 0.62869 0.35435 0.27831
C -0.93646 -1.03902 -1.43315
C 0.26513 -0.97116 -1.32878
C -0.89690 0.21769 0.60127
C -1.90399 -0.27020 -0.50793
N 1.23092 -0.30796 -0.60638
O 3.41155 1.05834 1.03238
S 3.84339 0.09927 -0.02155
H 1.04663 1.02294 1.03164
H -0.55274 -0.60640 1.34543
H -1.18171 1.11200 1.03962
H -2.29199 0.44793 -1.22666
H -2.66253 -1.11777 -0.20420

ii | 13
Properties=species:S:1:pos:R:3 method="wB97M-V/def2-TZVPD" homo_energy_ev=-9.2 total_charge=0 orbital_gap_ev=8.223
C -0.50748 -0.37734 0.21043
C 0.25091 0.75014 0.89630
C 1.44784 1.30750 0.10180
C 1.32223 0.45778 -1.13690
C 0.40334 -0.62091 -0.92678
H -3.63208 -1.73162 0.74356
H -0.59540 1.58358 1.20190
H 0.47664 0.49211 1.79461
H 2.28079 0.49763 -1.84903
H 0.35143 -1.47342 -1.65562
N -1.49761 -1.03286 0.60209
O 2.20761 2.28840 0.26467
S -2.50821 -2.14099 -0.24702

Relative stability in eV, measured from the most stable structure: i 3.652; ii 0.000

i | 13
Properties=species:S:1:pos:R:3 method="wB97M-V/def2-TZVPD" homo_energy_ev=-9.1 total_charge=0 orbital_gap_ev=9.689 smiles="N#C[C@@H]1OC=C[C@@H]1S"
C 0.94610 -0.20780 -0.26448
C 0.77711 0.28033 -1.65835
C -0.29263 1.07300 -1.62111
C 0.17258 0.82696 0.53583
C -0.60110 0.39434 1.65613
H -0.80340 -1.92586 -0.74715
H 1.97774 -0.23469 0.15592
H 1.40355 0.20608 -2.57096
H -0.73630 1.40869 -2.58317
H 0.82849 1.49904 1.09388
N -1.24215 0.40117 2.68751
O -0.73653 1.44543 -0.40756
S 0.36905 -1.84536 -0.17430

ii | 13
Properties=species:S:1:pos:R:3 method="wB97M-V/def2-TZVPD" homo_energy_ev=-8.5 total_charge=0 orbital_gap_ev=9.006
C -1.17479 -0.20125 0.24439
C 0.29776 1.49241 -0.05336
C 1.05384 0.31680 -0.25280
C 2.09293 -0.82308 -0.04648
C 0.08835 -0.66899 -0.03155
H -3.42221 -1.37831 1.04373
H -1.86447 1.78871 -0.49698
H 0.38521 2.53903 -0.13584
H 2.68050 -0.76519 -1.00933
H 2.69877 -0.81718 0.85697
N -1.01443 1.15197 0.13144
O 1.02634 -1.81227 -0.03398
S -2.84779 -0.82265 -0.21623

Relative stability in eV, measured from the most stable structure: i 0.000; ii 2.097